{"formula": "C31H36IrN5O4", "method": "the ωB97M-V functional and the def2-TZVPD basis", "species": ["C", "C", "H", "N", "C", "H", "C", "C", "O", "H", "H", "H", "H", "H", "C", "O", "C", "C", "N", "H", "H", "H", "Ir", "H", "H", "C", "H", "H", "H", "C", "H", "H", "H", "C", "C", "C", "H", "H", "H", "C", "H", "H", "C", "C", "C", "H", "H", "N", "C", "H", "H", "H", "C", "C", "H", "C", "C", "C", "H", "C", "H", "C", "O", "H", "C", "N", "C", "H", "O", "N", "H", "H", "C", "C", "H", "C", "C"], "coordinates": [[-1.96, -0.02, 0.48], [-0.90, -2.09, 0.95], [3.26, 0.67, -0.36], [-0.92, -0.72, 0.91], [-2.05, -2.85, 1.33], [-2.39, -1.48, 3.75], [1.74, 1.71, -1.43], [2.61, 3.38, -3.02], [0.79, 0.62, 3.77], [-4.10, -0.72, -2.37], [0.78, -0.81, -5.74], [3.82, 1.42, 4.19], [-2.76, -0.51, -0.06], [1.70, -1.42, -4.33], [3.10, 1.42, -1.12], [0.71, 0.40, -4.04], [-0.48, 0.06, -3.54], [-0.77, -4.89, 1.02], [-0.91, 2.45, -2.89], [-0.65, 4.08, 1.63], [0.41, -0.19, 6.24], [-4.07, 2.01, 0.00], [0.76, 0.69, 1.39], [3.68, 0.54, 1.92], [0.13, 4.15, -3.16], [0.22, 3.11, -2.85], [5.16, 1.74, -1.56], [-1.73, 3.03, -3.01], [1.25, 0.76, 7.48], [-2.28, -1.51, -3.20], [-3.56, -1.28, 1.59], [-3.17, 4.44, 0.71], [0.92, -1.32, -1.61], [-3.08, -0.51, -2.66], [0.33, -2.77, 0.69], [1.73, -1.93, -1.22], [1.63, -1.06, 0.77], [-2.81, -4.81, 1.66], [2.45, -2.63, 0.69], [-2.57, 0.76, -2.55], [2.42, 4.15, -3.75], [-2.87, -3.18, 3.87], [0.36, -4.15, 0.72], [-3.31, -2.28, 1.94], [1.84, 0.91, 4.33], [0.14, 1.57, 6.35], [1.67, -2.92, -1.68], [-0.96, 2.05, 1.23], [3.90, 3.01, -2.75], [-4.10, -1.91, 3.93], [4.73, 3.48, -3.26], [1.30, -4.66, 0.51], [-3.16, -2.21, 3.47], [-1.26, 1.07, -2.94], [2.28, -0.01, -5.23], [-2.03, 1.35, 0.68], [1.40, -0.53, -4.89], [1.51, 2.71, -2.43], [3.25, 2.13, 1.94], [-3.09, 2.27, 0.39], [-0.73, -5.97, 1.03], [4.14, 2.02, -1.78], [2.01, 0.99, 5.62], [2.68, -1.48, -1.49], [-1.95, -4.23, 1.35], [3.00, 1.20, 2.27], [-1.31, 3.32, 1.26], [-0.42, -2.00, -4.12], [0.77, 1.14, -0.80], [3.00, 1.16, 3.67], [-4.14, -2.93, 1.69], [-3.19, 1.56, -2.16], [-1.01, -1.22, -3.64], [0.86, 0.76, 6.47], [-2.67, -2.51, -3.31], [-2.64, 3.50, 0.75], [1.60, -2.07, 0.30]], "homo_lumo_gap_ev": [7.29, 5.07], "multiplicity": 5, "lumo_energy_ev": [-5.7, -8.1], "charge": 2}

{"formula": "C31H36N2O2P2S2Ta", "method": "the ωB97M-V functional and the def2-TZVPD basis", "species": ["H", "H", "C", "C", "H", "C", "C", "C", "H", "H", "C", "H", "C", "H", "H", "C", "C", "H", "C", "S", "H", "P", "C", "H", "H", "H", "H", "C", "S", "C", "C", "O", "H", "H", "H", "C", "C", "H", "H", "H", "H", "H", "H", "H", "H", "C", "C", "H", "H", "P", "N", "C", "H", "H", "H", "H", "C", "C", "H", "C", "C", "H", "C", "Ta", "C", "C", "O", "H", "C", "H", "C", "H", "C", "C", "N", "C"], "coordinates": [[2.22, 3.21, 4.04], [-2.66, 0.09, 0.77], [1.63, -2.68, 0.76], [1.70, -5.37, 0.02], [3.54, -2.18, -2.54], [-2.98, -4.13, -1.29], [-1.94, 2.86, -1.65], [-1.91, 4.16, -2.10], [-3.23, 3.27, 3.53], [-3.88, -5.61, -2.55], [1.53, -4.39, -0.95], [-0.21, -2.98, -3.21], [-2.59, 2.72, 2.85], [2.37, 4.97, 3.95], [-2.86, 2.36, -1.36], [-3.09, 1.64, 2.14], [1.71, 4.13, 3.72], [1.61, 6.13, 1.97], [0.48, 3.98, -2.30], [1.66, 1.51, -1.61], [0.99, 5.19, 0.60], [1.30, -1.71, -1.80], [3.17, -0.37, 1.55], [-2.91, -1.88, -4.41], [2.99, -0.57, -3.09], [-2.83, 4.72, -2.18], [0.52, 0.08, 3.17], [-2.44, -2.85, -1.20], [-1.86, -0.34, -2.38], [1.50, -3.05, -0.59], [-2.41, -2.03, -2.34], [-0.99, -1.48, 0.10], [1.68, 2.04, 2.14], [3.14, 0.59, 2.07], [1.91, -3.40, 2.76], [-2.92, -2.52, -3.54], [1.85, -5.01, 1.35], [3.67, -1.10, 2.19], [3.54, -0.81, -1.42], [-0.63, 5.74, -2.77], [1.50, -3.18, -3.70], [1.42, -4.69, -1.99], [1.45, 4.39, -2.54], [1.29, 2.86, 0.65], [0.62, -1.68, -4.08], [1.81, -3.67, 1.72], [3.01, -1.27, -2.25], [-0.88, 3.93, 3.27], [-3.83, -4.16, -4.56], [1.47, -0.91, 1.20], [1.49, 4.07, 2.29], [-3.44, -3.80, -3.62], [1.31, -1.46, 3.56], [-0.06, 5.54, 1.99], [-4.12, 1.33, 2.25], [-0.28, -1.44, 2.75], [-1.93, -2.43, 0.13], [1.05, 2.83, 1.71], [-3.01, -4.73, -0.39], [-0.40, 2.40, 1.86], [0.74, -2.47, -3.34], [1.71, -6.42, -0.26], [-0.68, 4.72, -2.43], [-0.25, 0.15, -0.63], [-3.47, -4.61, -2.49], [0.37, 2.67, -1.86], [-2.27, -2.94, 1.17], [1.97, -5.76, 2.12], [-2.23, 0.94, 1.30], [0.81, 4.24, 4.33], [-0.89, 1.30, 1.12], [3.75, -0.24, 0.64], [0.69, -0.94, 2.84], [-1.25, 3.08, 2.71], [-0.82, 2.14, -1.54], [0.97, 5.28, 1.69]], "homo_lumo_gap_ev": 6.80, "lumo_energy_ev": -3.6, "charge": 1, "de_lowest_kcal_mol": 0.5}

{"formula": "C31H36N6O2Rh", "method": "the ωB97M-V functional and the def2-TZVPD basis", "species": ["H", "H", "Rh", "N", "H", "C", "C", "C", "N", "H", "H", "C", "H", "C", "H", "C", "C", "H", "H", "H", "C", "H", "H", "C", "H", "N", "C", "H", "C", "C", "H", "C", "H", "C", "C", "H", "C", "O", "C", "H", "N", "C", "H", "C", "H", "C", "C", "H", "O", "C", "H", "H", "H", "C", "H", "C", "C", "H", "H", "H", "C", "C", "H", "H", "C", "H", "H", "C", "H", "H", "C", "H", "N", "H", "C", "N"], "coordinates": [[-0.61, -0.30, 5.13], [4.79, 0.85, -1.99], [-0.98, -0.78, 0.04], [0.89, 0.54, 0.08], [4.07, -0.74, -3.79], [3.39, -1.66, 3.86], [3.34, -0.24, -3.16], [1.15, -0.75, 3.98], [1.29, -0.47, -1.93], [0.71, 0.89, 5.29], [-0.38, 2.84, -5.58], [-5.07, 0.06, 1.17], [-3.08, -0.88, -4.62], [-3.56, 0.89, -0.71], [3.90, 0.87, 0.91], [-3.07, -0.45, -3.62], [1.28, -3.30, 1.15], [-4.09, -0.17, -3.34], [4.36, -0.73, -1.33], [-0.32, 4.09, -1.04], [1.71, 0.31, -0.89], [-1.80, 0.81, -5.67], [-0.03, 3.98, -3.40], [-2.17, 0.75, -3.56], [4.41, -1.71, 4.23], [-2.76, -0.40, 1.22], [-0.61, 3.07, -3.45], [0.64, -2.80, 0.42], [-3.81, 0.15, 0.61], [1.69, -2.41, 2.29], [1.59, -1.34, -3.78], [3.50, 1.57, 0.15], [1.61, 0.84, 2.01], [-4.11, -1.19, 2.99], [3.96, 0.16, -1.84], [-4.16, -1.72, 3.93], [-1.59, -1.58, 3.03], [-1.71, -2.06, 4.17], [2.38, 2.38, 0.75], [-5.90, 0.53, 0.65], [2.98, 0.84, -0.99], [-2.87, -1.05, 2.38], [2.17, -3.69, 0.64], [-1.45, -2.42, -1.15], [2.01, 3.09, 0.00], [0.76, -1.55, 2.88], [-1.17, 2.55, -2.28], [-0.83, -2.93, -1.88], [-4.52, 1.51, -1.19], [0.19, 0.22, 4.59], [-1.98, 3.64, -0.62], [3.71, -3.11, 2.31], [2.98, 0.66, -3.67], [1.28, 1.43, 1.16], [-6.20, -0.72, 2.82], [2.46, -0.82, 4.45], [-1.02, 3.26, -0.96], [2.75, -0.20, 5.29], [-2.25, -3.05, -0.77], [4.32, 2.19, -0.20], [-5.21, -0.62, 2.37], [-1.60, 1.29, -4.72], [2.51, -2.11, -2.49], [0.37, -0.83, -1.73], [-1.91, 1.36, -2.33], [-0.29, 0.83, 3.82], [0.70, -4.16, 1.52], [2.16, -1.14, -2.87], [-0.67, 2.56, -0.20], [0.40, 1.98, 1.49], [2.99, -2.45, 2.78], [-2.75, -1.21, -2.90], [-2.32, 0.75, -1.13], [2.74, 2.95, 1.61], [-0.81, 2.43, -4.67], [-0.50, -1.40, 2.29]], "homo_lumo_gap_ev": [6.49, 7.33], "multiplicity": 5, "lumo_energy_ev": [2.5, 2.5], "charge": -1}

{"formula": "C31H37AsFeO3S4", "method": "the ωB97M-V functional and the def2-TZVPD basis", "species": ["C", "H", "H", "C", "H", "C", "S", "C", "H", "H", "C", "C", "H", "H", "H", "H", "O", "C", "H", "H", "H", "As", "H", "C", "O", "H", "S", "C", "C", "C", "Fe", "C", "H", "C", "C", "H", "H", "C", "H", "C", "H", "H", "C", "H", "S", "H", "C", "H", "H", "H", "H", "C", "O", "C", "C", "H", "C", "C", "C", "C", "H", "H", "H", "H", "C", "C", "C", "H", "H", "C", "S", "H", "H", "C", "H", "H", "C"], "coordinates": [[-4.17, -3.20, 1.69], [1.11, 3.41, 0.88], [1.20, 4.71, 2.10], [-1.46, 3.08, 3.08], [-1.93, 2.66, 2.19], [-1.28, 3.24, -3.71], [0.65, 0.48, 2.63], [-3.59, -0.04, -0.43], [2.45, 3.45, 2.05], [1.04, 3.93, 5.06], [1.39, 3.66, 1.90], [3.97, -0.35, -1.51], [-2.79, -1.33, 4.78], [2.03, -1.79, 1.34], [-3.69, 3.19, -1.73], [-4.84, -2.69, 4.96], [-0.87, 1.68, -0.14], [-3.33, 2.39, -1.08], [4.24, -0.40, 0.63], [-1.13, 3.69, -5.79], [-0.06, -0.31, -4.68], [0.39, 2.58, 3.12], [3.19, -3.54, -2.42], [-0.57, 1.66, -5.37], [-1.01, -1.42, 0.11], [-4.32, -2.05, -1.00], [-1.54, 2.72, -1.10], [-3.03, -2.41, 1.60], [-2.52, -1.73, 2.70], [-1.12, 2.24, -2.75], [0.00, 0.12, 0.46], [2.33, -2.65, 0.76], [-1.60, 4.24, -3.43], [2.57, -2.55, -0.60], [2.54, -3.87, 1.38], [-0.35, 1.43, -6.41], [3.13, -5.91, 1.14], [4.68, -0.16, -0.33], [-2.68, 0.22, 0.10], [2.97, -4.96, 0.65], [0.42, 2.35, 5.61], [3.93, -0.24, -3.66], [5.82, 0.38, -2.83], [-5.71, -3.90, 2.99], [-2.22, -2.40, 0.02], [-3.20, 0.74, -2.43], [-3.78, 1.01, -1.54], [-4.82, 1.06, -1.85], [-3.66, 2.63, -0.06], [-0.56, 0.21, -2.31], [2.08, 2.48, 4.95], [4.51, -0.08, -2.76], [1.53, -0.11, -0.54], [5.97, 0.33, -0.41], [-4.33, -2.61, 4.01], [-4.54, -3.76, 0.83], [-3.40, -1.46, -0.97], [-4.83, -3.29, 2.90], [1.06, 2.85, 4.88], [-0.68, 0.97, -3.07], [-1.53, 4.16, 3.07], [-4.40, 0.01, 0.29], [-2.96, -1.47, -1.97], [6.55, 0.48, 0.49], [-1.01, 2.93, -5.03], [6.54, 0.59, -1.66], [-0.40, 0.68, -4.40], [-1.95, 2.69, 3.98], [-1.61, -1.16, 2.62], [3.21, -4.85, -0.72], [2.36, -1.03, -1.50], [3.55, -5.70, -1.28], [2.37, -3.96, 2.45], [-3.18, -1.84, 3.91], [6.27, 0.59, -3.79], [7.55, 0.96, -1.72], [3.00, -3.64, -1.36]], "homo_lumo_gap_ev": [9.26, 6.55], "multiplicity": 6, "lumo_energy_ev": [-7.2, -9.9], "charge": 3, "de_lowest_kcal_mol": 4.9}

{"formula": "C31H37BBr35ClF6NO4S2", "method": "the ωB97M-V functional and the def2-TZVPD basis", "species": ["C", "H", "Br", "H", "H", "O", "H", "F", "Br", "H", "Br", "C", "Br", "Br", "H", "Br", "S", "F", "C", "H", "C", "Br", "H", "Br", "H", "Br", "H", "H", "N", "Br", "C", "Br", "H", "Cl", "H", "C", "H", "F", "H", "C", "C", "H", "H", "H", "Br", "Br", "H", "H", "C", "H", "H", "Br", "H", "Br", "Br", "Br", "Br", "Br", "S", "H", "B", "Br", "C", "H", "O", "H", "Br", "Br", "C", "F", "H", "Br", "C", "C", "Br", "H", "H", "O", "C", "Br", "Br", "C", "C", "C", "C", "C", "C", "H", "C", "Br", "Br", "C", "Br", "O", "H", "H", "H", "C", "C", "H", "Br", "Br", "H", "F", "C", "Br", "H", "C", "F", "C", "Br", "C", "Br", "H", "C", "C", "C", "Br"], "coordinates": [[6.15, 3.39, -0.30], [-2.93, -4.85, 1.89], [-1.31, -7.61, -5.75], [0.02, -3.81, 2.87], [3.32, 5.14, -0.15], [-2.73, -2.33, 1.32], [-5.19, 0.95, -0.31], [0.43, -3.36, -2.26], [7.95, 3.97, 6.58], [3.34, -2.28, 8.26], [-8.02, -5.09, -4.61], [0.27, 7.26, 2.62], [0.90, -2.10, 8.62], [11.15, 5.15, 1.30], [-0.15, -6.65, 3.19], [-1.31, 4.34, -2.57], [1.31, 2.26, -0.56], [-1.01, -3.56, -3.85], [3.56, 4.19, 0.36], [2.71, 3.89, 0.98], [-0.12, -1.71, 2.88], [0.25, 5.46, 1.96], [0.52, 5.39, -3.84], [-2.48, 3.95, -7.48], [-1.21, -0.22, 0.76], [-7.39, -3.82, 1.91], [-9.67, -4.75, 2.06], [0.93, -1.32, -0.87], [3.79, 3.15, -0.66], [-3.65, 0.76, -2.21], [-1.03, -6.54, 2.57], [-0.04, -5.10, -7.23], [5.20, 2.68, -2.13], [1.73, -1.75, 2.67], [-1.97, -6.97, 2.92], [-3.91, -0.58, 0.38], [-6.35, -0.21, -2.12], [-0.98, -1.13, -2.83], [-7.78, -5.68, -2.22], [8.91, 2.59, 7.51], [-0.98, -0.40, -0.29], [6.02, 2.44, 0.24], [-1.50, -3.14, 3.46], [-1.15, 4.39, -5.46], [-5.21, -1.05, 1.76], [0.61, 4.60, -7.17], [7.10, 3.40, -0.83], [5.03, 4.44, -1.79], [-0.24, 5.80, -3.19], [-0.26, -5.90, 0.71], [-1.65, -5.53, 7.60], [0.54, 8.13, -7.62], [0.43, 7.21, 3.69], [-3.33, -5.82, 5.82], [-1.42, -7.96, 7.20], [-1.42, 8.13, 2.34], [2.55, -2.51, 5.93], [2.74, -4.67, 8.28], [2.62, 3.29, -3.05], [-5.45, -1.68, -1.84], [-1.53, -3.23, 1.25], [8.50, 3.39, 1.24], [0.55, -0.38, -0.47], [9.69, 2.25, 6.84], [-0.60, -0.66, 3.12], [4.64, 5.32, 1.79], [-0.18, -5.48, 5.63], [-5.84, -4.18, -2.46], [-5.85, -0.80, -1.35], [-3.89, -2.81, -0.49], [-3.30, 0.19, 0.84], [-0.09, 8.82, -10.66], [-1.64, -6.11, 6.69], [-2.11, -4.78, 1.18], [9.78, 3.27, 9.08], [0.17, 0.93, -2.19], [1.87, 0.45, -2.01], [6.01, 4.50, 0.56], [4.78, 4.38, 1.26], [7.79, 1.09, 7.90], [-3.19, -5.58, -7.31], [2.50, -2.81, 7.83], [2.68, 2.94, -1.46], [-1.61, -2.10, -2.12], [-1.65, -1.75, -0.60], [-1.05, -5.78, 1.45], [0.96, 0.72, -1.47], [-6.60, -1.08, -0.61], [-8.70, -5.21, 2.07], [-1.28, 7.05, -4.24], [1.72, 8.26, 1.86], [-0.87, -3.41, -2.50], [2.26, 6.80, -9.94], [-0.86, -2.71, 0.05], [-2.54, -4.91, 0.18], [1.00, -0.13, 0.48], [9.17, 5.19, 2.77], [-0.73, -3.04, 2.69], [-0.94, 3.81, -6.34], [-1.42, 0.43, -0.85], [10.40, 3.32, 3.80], [-8.65, -6.45, 0.60], [-1.69, -5.20, -5.39], [-1.42, -4.48, -1.95], [1.27, 8.35, -9.38], [-8.53, -6.15, 3.75], [4.84, 3.58, 2.01], [-7.64, -4.75, -2.75], [-2.83, -2.23, -2.67], [-1.57, -5.78, -6.29], [-0.61, 2.01, -5.78], [-4.75, 0.05, -0.75], [0.67, 6.64, -1.73], [1.97, 9.18, -9.35], [-3.07, -1.85, 0.10], [5.05, 3.43, -1.36], [9.72, 4.37, 2.33], [-8.90, -3.49, -2.00]], "homo_lumo_gap_ev": 6.23, "lumo_energy_ev": 0.8, "charge": -1}

{"formula": "C31H37BF3N", "method": "the ωB97M-V functional and the def2-TZVPD basis", "species": ["H", "C", "H", "C", "H", "C", "C", "C", "C", "H", "H", "H", "C", "C", "H", "H", "H", "C", "H", "C", "H", "C", "H", "C", "C", "H", "H", "C", "H", "C", "H", "H", "H", "F", "C", "C", "C", "H", "C", "H", "H", "N", "H", "C", "C", "H", "C", "C", "H", "H", "H", "C", "C", "H", "B", "C", "C", "H", "C", "H", "H", "C", "F", "F", "H", "H", "C", "H", "H", "H", "H", "H", "C"], "coordinates": [[0.33, -2.76, -6.11], [-3.67, 2.97, 1.18], [-3.38, 1.21, -1.53], [-2.91, 2.07, -1.03], [-1.87, 2.15, -1.38], [-0.13, -3.11, -4.05], [2.11, 1.80, 0.41], [0.52, -2.42, -5.09], [-0.31, -0.48, 0.90], [-4.92, 4.75, 2.63], [5.95, 2.82, 1.71], [5.87, 1.58, 2.98], [1.39, -1.37, -4.80], [5.29, 2.33, 2.44], [3.43, -2.16, 2.29], [-3.30, 1.81, 4.34], [-3.91, 4.47, 4.06], [-1.95, -0.23, 3.46], [0.36, -3.24, 0.47], [-3.22, 1.86, 3.25], [-1.08, 0.15, 4.01], [3.90, 0.30, 1.93], [3.35, 3.48, 0.88], [1.16, -1.55, -0.93], [4.12, 1.67, 1.77], [0.38, 0.41, -0.95], [-0.10, 0.25, 1.70], [2.81, -0.34, 1.34], [-2.69, -0.53, 4.23], [1.56, -0.91, -3.49], [-1.74, -4.50, -0.83], [-3.63, -1.35, 0.16], [2.39, -2.45, 0.90], [3.20, 0.19, -5.54], [-1.77, -0.28, 0.43], [-0.87, -4.65, -1.48], [-3.00, 1.96, 0.48], [0.08, 2.54, 0.12], [-2.54, 0.84, 2.59], [-2.18, -2.37, -0.06], [-2.71, -1.91, 1.58], [-0.10, -3.42, -1.56], [-1.64, -1.13, 2.93], [2.56, -1.77, 1.74], [0.78, -0.30, -0.21], [-5.40, 3.56, 3.85], [0.92, -1.59, -2.45], [-2.44, 0.88, 1.18], [4.97, 3.10, 3.15], [1.36, 3.73, -0.10], [-1.72, -0.03, -0.64], [-3.80, 2.93, 2.56], [-4.55, 3.98, 3.32], [-0.80, -3.94, -4.24], [2.34, -0.76, -6.09], [1.97, 0.39, 0.48], [-2.61, -1.56, 0.54], [4.60, -0.28, 2.55], [3.22, 2.40, 1.01], [-4.10, 3.80, 0.62], [2.25, -1.72, -0.82], [0.14, -2.70, -2.75], [2.98, -1.91, -6.54], [1.40, -0.24, -6.98], [-1.20, -4.92, -2.48], [2.20, -0.06, -3.24], [1.09, 2.68, -0.27], [-0.19, -1.46, 1.37], [1.06, 2.52, -1.36], [-3.43, 2.97, -1.36], [1.69, -1.86, 2.41], [-0.26, -5.47, -1.08], [0.42, -2.79, -0.52]], "homo_lumo_gap_ev": 7.22, "lumo_energy_ev": -1.4, "charge": 0, "de_lowest_kcal_mol": 0.0}